Computed, not measured: C34H57N3O2SSiV as an isolated structure in a non-equilibrium geometry, with the ωB97M-V functional and the def2-TZVPD basis.

Each line ends with the Löwdin charge.
CARTESIAN COORDINATES (ANGSTROEM)
O 0.0022 3.3528 2.0352  -0.1987
O -1.5689 4.7366 0.9077  -0.1753
C -0.5907 3.2579 3.3904  -0.2050
C 0.4036 2.5912 4.3233  -0.0438
H -1.5105 2.6551 3.2552  0.1266
H -0.8219 4.2913 3.7044  0.1156
H 0.6475 1.5761 3.9883  0.0894
H -0.0892 2.5343 5.2907  0.0903
H 1.3190 3.1855 4.4284  0.0824
C 1.1142 4.3576 1.8897  -0.1484
C 0.8600 5.7061 2.5537  -0.0631
H 1.2545 4.4586 0.7994  0.1244
H 1.9652 3.8378 2.3452  0.1267
H -0.0696 6.1993 2.2345  0.0641
H 1.6880 6.3431 2.2509  0.0948
H 0.8998 5.6247 3.6435  0.0849
C -1.2852 5.0564 -0.5520  -0.1176
C -2.9298 4.9502 1.5080  -0.1320
C -0.6798 6.4427 -0.6294  -0.0459
H -2.2473 4.9448 -1.0774  0.1361
H -0.5731 4.2714 -0.8391  0.1273
H -1.3615 7.2045 -0.2314  0.0785
H -0.5007 6.6381 -1.6882  0.0968
H 0.2803 6.4797 -0.0980  0.0764
C -3.1556 6.4407 1.6792  -0.0504
H -2.8639 4.4257 2.4705  0.1183
H -3.6559 4.4520 0.8418  0.1307
H -2.3215 6.9228 2.2116  0.0889
H -4.0588 6.5501 2.2830  0.0946
H -3.3149 6.9192 0.7066  0.0825
H -0.9490 3.8884 1.3103  0.0798
N -0.3772 -1.9091 0.8629  -0.0471
C -0.9273 -2.9044 0.1567  -0.2991
C -1.5146 -2.7056 -1.1097  -0.0438
C -1.4026 -1.6930 -2.0580  -0.2912
C -1.0874 -4.2413 0.8333  0.0198
H -1.7911 -4.1388 1.6707  0.1052
H -0.1303 -4.6432 1.1830  0.0938
H -1.5109 -4.9150 0.0888  0.0880
C -2.1861 -1.7602 -3.3362  0.0042
H -1.5246 -1.8844 -4.2076  0.1067
H -2.7936 -0.8531 -3.4685  0.0811
H -2.8573 -2.6268 -3.2942  0.0905
N -0.5429 -0.6136 -1.9044  -0.0844
C 0.3515 -2.1722 2.0998  -0.1579
C -0.3495 -1.9388 3.2799  -0.2242
C -1.7635 -1.4443 3.2872  -0.0385
C 0.2639 -2.2444 4.4911  -0.0475
H -0.3101 -2.0622 5.3890  0.1146
C 1.5336 -2.7779 4.5719  -0.0651
H 1.9965 -3.0085 5.5042  0.1018
C 2.2494 -3.0462 3.4247  -0.0405
H 3.2409 -3.5004 3.4054  0.1251
C 1.6398 -2.7880 2.2120  -0.1776
C 2.4438 -3.2764 1.0220  -0.1883
C 0.2025 -0.1183 -3.0318  -0.1784
C -0.1899 1.0563 -3.6927  -0.2152
C -1.4544 1.8013 -3.3599  -0.0473
C 0.5895 1.5086 -4.7585  -0.0579
H 0.2885 2.4108 -5.2880  0.1101
C 1.7439 0.8534 -5.1645  -0.0709
H 2.3584 1.1996 -5.9761  0.1029
C 2.1445 -0.3002 -4.5222  -0.0338
H 3.0145 -0.8936 -4.8013  0.1202
C 1.3157 -0.8547 -3.5532  -0.1918
C 1.6734 -2.2026 -3.0377  -0.2028
V -0.0090 -0.3379 -0.1537  0.9174
H -1.7956 -0.4530 3.7436  0.0772
H -2.3678 -2.1061 3.9134  0.0977
H -2.2131 -1.3898 2.2905  0.0415
H 1.6807 -3.7496 0.4110  0.0680
H 3.1808 -4.0885 1.2279  0.1072
H 3.1059 -2.4094 0.8823  0.0673
H -1.2989 2.8706 -3.5386  0.0759
H -1.7563 1.6554 -2.3214  0.0347
H -2.2830 1.4976 -4.0133  0.0896
H 1.3710 -1.9650 -1.9954  -0.0001
H 2.7900 -2.4105 -3.2117  -0.0011
H 0.9790 -3.0474 -3.1721  0.1057
H -2.1886 -3.5114 -1.3890  0.1161
C -1.7324 0.7871 0.4797  -0.3072
Si -3.6335 0.4812 0.2804  0.4459
H -1.2949 0.6032 1.4740  -0.0347
H -1.2740 1.6259 -0.0647  -0.0386
C -4.5607 0.9819 1.8361  -0.1852
C -4.0951 -1.3321 0.0371  -0.1687
C -4.2904 1.3815 -1.2378  -0.1794
H -3.9316 2.4164 -1.2772  0.0141
H -5.3860 1.3942 -1.1826  0.0401
H -4.0062 0.8648 -2.1643  0.0159
H -4.0289 0.6149 2.7228  0.0196
H -5.5579 0.5211 1.8007  0.0359
H -4.6558 2.0727 1.8905  0.0111
H -3.5483 -2.0064 0.7032  0.0186
H -3.9181 -1.6544 -0.9956  0.0192
H -5.1647 -1.4328 0.2581  0.0398
S 3.4912 -3.2213 -1.5087  0.7708
C 2.6053 -2.0360 -0.7648  -0.7567
N 1.8219 -1.0639 -0.4695  -0.0476

* multiplicity: 3
* total energy: -89136.9292 eV
* ⟨S²⟩: 2.03
* maximum force: 6.62 eV Å⁻¹
* gap between HOMO and LUMO (alpha / beta): 7.03 / 6.96 eV
* E_LUMO (alpha / beta): -2.3 / -2.3 eV
* energy above the lowest of the compared OMol25 structures with the same formula, charge and spin: 79.86 kcal/mol
* total charge: +1
* highest occupied orbital energy (alpha / beta): -9.298 / -9.300 eV


Computed, not measured: C34H57N4OP2Ti as an isolated structure in a non-equilibrium geometry, with the ωB97M-V functional and the def2-TZVPD basis.

Each line ends with the Löwdin charge.
CARTESIAN COORDINATES (ANGSTROEM)
C -0.6931 2.6951 -1.4711  -0.3244
C 0.8517 1.2983 -2.5777  -0.2945
C -0.6740 3.5896 -2.5322  -0.0097
C 0.9594 2.1942 -3.6318  -0.0135
C 0.1695 3.3484 -3.6145  -0.0141
H -1.2936 4.4838 -2.4554  0.1262
H 1.6229 1.9506 -4.4649  0.1278
H 0.2206 4.0562 -4.4415  0.1210
N -0.0073 1.5399 -1.5551  0.0262
P -0.7170 2.0666 1.2744  1.1068
P 0.6853 -1.5206 -1.9489  1.1593
C -1.4249 2.9921 -0.1747  -0.2493
H -1.3647 4.0682 0.0574  0.0916
H -2.5015 2.7586 -0.2701  0.0926
C 0.1196 -0.6772 1.8232  -0.2539
O 0.1830 -1.1527 2.9004  0.0485
C 1.6978 0.0540 -2.4269  -0.2605
H 2.2535 -0.1900 -3.3419  0.0821
C 1.9133 -2.9225 -1.5745  -0.6497
C -0.3018 -1.9526 -3.4869  -0.6556
C 0.7437 3.1462 1.8420  -0.6445
C -2.0946 2.0852 2.5501  -0.6663
C 2.1874 -2.9521 -0.0596  -0.1000
H 1.2809 -3.1753 0.5196  0.0734
H 2.9245 -3.7468 0.1408  0.0971
H 2.6026 -2.0108 0.3115  0.0474
C 1.3751 -4.3111 -1.9559  -0.0885
H 0.4127 -4.5271 -1.4725  0.0824
H 1.2821 -4.4570 -3.0380  0.0611
H 2.0955 -5.0653 -1.5985  0.0976
C 3.2269 -2.6534 -2.3129  -0.0765
H 3.9121 -3.4956 -2.1250  0.1029
H 3.0978 -2.5748 -3.4006  0.0774
H 3.7131 -1.7421 -1.9401  0.0502
C -1.3087 -3.0661 -3.1064  -0.0780
H -1.6649 -2.9442 -2.0757  0.0515
H -2.1833 -3.0032 -3.7675  0.0906
H -0.8853 -4.0710 -3.2180  0.0696
C -1.1054 -0.7335 -3.9602  -0.0786
H -1.7789 -0.3608 -3.1833  0.0534
H -0.4566 0.0838 -4.2945  0.0734
H -1.7231 -1.0537 -4.8115  0.0971
C 0.6395 -2.3773 -4.6339  -0.0762
H 1.5454 -1.7558 -4.6933  0.0693
H 0.9267 -3.4358 -4.5886  0.0704
H 0.0952 -2.2330 -5.5809  0.0917
C -1.5225 1.6145 3.8984  -0.0756
H -2.3607 1.5499 4.6084  0.1000
H -1.0624 0.6225 3.8267  0.0615
H -0.7869 2.3130 4.3152  0.0676
C -3.2059 1.1107 2.1258  -0.0884
H -3.7070 1.4358 1.2056  0.0750
H -2.8360 0.0894 1.9838  0.0685
H -3.9614 1.0883 2.9271  0.0977
C -2.7261 3.4811 2.6925  -0.0823
H -2.9802 3.9319 1.7245  0.0763
H -3.6600 3.3669 3.2616  0.0950
H -2.0952 4.1780 3.2524  0.0632
C 1.4817 3.7011 0.6162  -0.0902
H 0.8833 4.4450 0.0723  0.0861
H 2.4041 4.2006 0.9528  0.1030
H 1.7679 2.9026 -0.0767  0.0444
C 1.7047 2.2544 2.6519  -0.0876
H 2.1817 1.4920 2.0194  0.0535
H 2.4914 2.9038 3.0724  0.0978
H 1.2000 1.7501 3.4884  0.0718
C 0.3081 4.3462 2.6950  -0.0906
H -0.4191 4.9818 2.1706  0.0820
H -0.0839 4.0526 3.6764  0.0683
H 1.2007 4.9647 2.8819  0.0977
Ti 0.0932 0.0612 0.0220  0.4506
N 2.0899 0.2374 0.0000  -0.0110
C 2.6787 0.3432 -1.1071  -0.3442
C 4.1377 0.8191 -1.3327  -0.5403
C 4.5707 0.6943 -2.7887  -0.0617
C 4.1924 2.3059 -0.9943  -0.0547
C 5.0835 0.0291 -0.4052  -0.0270
H 4.5632 -0.3410 -3.1411  0.0736
H 3.9250 1.2998 -3.4353  0.0763
H 5.5971 1.0714 -2.8945  0.0979
H 3.9319 2.4766 0.0542  0.0722
H 5.2017 2.7028 -1.1630  0.0991
H 3.4985 2.8703 -1.6286  0.0844
H 5.9539 -0.3444 -0.9589  0.0880
H 5.4513 0.6774 0.3973  0.0856
H 4.5896 -0.8248 0.0692  0.0683
N -5.7242 -2.4115 -0.5945  0.1395
C -4.4572 -1.9324 -0.5259  -0.3009
C -4.1143 -0.7151 -1.1497  0.0015
C -2.8219 -0.2336 -1.0341  -0.1535
N -1.8646 -0.8882 -0.3150  -0.0934
C -2.1733 -2.0929 0.2473  -0.1402
C -3.4497 -2.6288 0.1753  0.0045
H -6.4510 -1.9050 -1.0805  0.1142
H -5.9844 -3.2808 -0.1519  0.1147
H -4.8599 -0.1436 -1.7034  0.1223
H -2.5303 0.7016 -1.5186  0.0997
H -1.3656 -2.6108 0.7696  0.1125
H -3.6739 -3.5727 0.6712  0.1225

* multiplicity: 3
* total energy: -85880.5670 eV
* ⟨S²⟩: 2.01
* maximum force: 4.45 eV Å⁻¹
* gap between HOMO and LUMO (alpha / beta): 6.24 / 7.57 eV
* E_LUMO (alpha / beta): -2.6 / -2.5 eV
* energy above the lowest of the compared OMol25 structures with the same formula, charge and spin: 0.00 kcal/mol
* total charge: +1
* highest occupied orbital energy (alpha / beta): -8.811 / -10.109 eV


> Which value of energy above the lowest of the compared OMol25 structures with the same formula, charge and spin does entry 2 give?

0.00 kcal/mol